# 1
{"formula": "C31H38FN4O8P", "method": "the ωB97M-V functional and the def2-TZVPD basis", "symbols": ["C", "C", "C", "C", "C", "P", "C", "C", "F", "H", "H", "H", "H", "H", "H", "H", "H", "H", "H", "H", "H", "H", "H", "H", "H", "H", "H", "O", "N", "O", "C", "C", "C", "C", "C", "C", "H", "H", "H", "H", "H", "O", "N", "O", "C", "C", "C", "C", "C", "C", "H", "H", "H", "H", "H", "O", "N", "O", "C", "C", "C", "C", "C", "C", "H", "H", "H", "H", "H", "O", "N", "O", "C", "C", "C", "C", "C", "C", "H", "H", "H", "H", "H"], "coordinates": [[-10.72, 3.17, -0.29], [-9.89, 2.12, -1.24], [-10.65, 2.15, -2.73], [-9.94, 0.55, -0.75], [-9.18, 0.24, 0.67], [-7.26, 0.46, 0.50], [-5.40, 0.85, 0.21], [-4.55, 1.02, 1.62], [-4.81, -0.20, -0.66], [-10.23, 4.24, -0.45], [-11.84, 3.28, -0.69], [-10.67, 2.95, 0.86], [-8.79, 2.52, -1.42], [-9.89, 2.06, -3.62], [-11.16, 3.22, -2.79], [-11.52, 1.36, -2.76], [-9.41, -0.09, -1.61], [-11.05, 0.19, -0.67], [-9.46, -0.88, 0.95], [-9.56, 0.89, 1.58], [-7.37, 1.43, 1.60], [-7.00, -0.91, 0.87], [-7.48, 0.77, -0.89], [-5.31, 1.89, -0.35], [-3.45, 1.33, 1.30], [-4.99, 1.90, 2.25], [-4.54, 0.02, 2.24], [0.53, 5.02, 3.42], [0.00, 3.90, 3.29], [-0.77, 3.39, 4.11], [0.33, 3.13, 2.09], [1.23, 3.65, 1.15], [1.55, 2.90, 0.01], [0.97, 1.65, -0.18], [0.07, 1.13, 0.75], [-0.26, 1.87, 1.89], [1.69, 4.63, 1.29], [2.25, 3.30, -0.71], [1.23, 1.07, -1.06], [-0.38, 0.16, 0.59], [-0.97, 1.46, 2.60], [2.32, -1.74, 1.00], [3.31, -1.37, 0.35], [3.35, -1.31, -0.89], [4.52, -1.00, 1.09], [4.53, -1.09, 2.49], [5.69, -0.76, 3.19], [6.83, -0.33, 2.50], [6.81, -0.22, 1.11], [5.65, -0.56, 0.40], [3.65, -1.43, 3.04], [5.71, -0.83, 4.28], [7.73, -0.07, 3.05], [7.70, 0.11, 0.58], [5.66, -0.48, -0.69], [7.64, -2.44, 3.93], [8.33, -3.09, 3.12], [9.37, -2.67, 2.59], [7.88, -4.44, 2.77], [6.68, -4.93, 3.32], [6.24, -6.21, 2.97], [6.99, -6.98, 2.08], [8.18, -6.49, 1.54], [8.63, -5.22, 1.89], [6.09, -4.34, 4.02], [5.32, -6.60, 3.38], [6.64, -7.98, 1.80], [8.76, -7.10, 0.85], [9.56, -4.85, 1.46], [5.78, -0.04, -5.25], [4.99, 0.76, -5.77], [5.30, 1.56, -6.67], [3.60, 0.75, -5.31], [3.22, -0.12, -4.27], [1.90, -0.10, -3.82], [0.98, 0.77, -4.39], [1.35, 1.63, -5.42], [2.67, 1.62, -5.89], [3.93, -0.80, -3.82], [1.60, -0.77, -3.01], [-0.05, 0.78, -4.02], [0.62, 2.30, -5.86], [2.95, 2.30, -6.69]], "total_charge": 0, "smiles": "CC(C)CC[PH3][C@@H](C)F.O=[N+]([O-])c1ccccc1.O=[N+]([O-])c1ccccc1.O=[N+]([O-])c1ccccc1.O=[N+]([O-])c1ccccc1", "homo_ev": -8.4571}


# 2
{"formula": "C27H29N3O6", "method": "the ωB97M-V functional and the def2-TZVPD basis", "symbols": ["C", "C", "C", "N", "C", "O", "C", "C", "C", "O", "C", "C", "C", "C", "C", "O", "C", "O", "C", "O", "N", "C", "C", "C", "N", "C", "C", "O", "C", "C", "C", "C", "C", "C", "C", "C", "H", "H", "H", "H", "H", "H", "H", "H", "H", "H", "H", "H", "H", "H", "H", "H", "H", "H", "H", "H", "H", "H", "H", "H", "H", "H", "H", "H", "H"], "coordinates": [[-0.71, -3.37, 2.61], [0.58, -3.18, 2.74], [1.43, -2.29, 1.87], [0.74, -1.77, 0.71], [0.42, -0.47, 0.55], [0.67, 0.43, 1.33], [-0.31, -0.31, -0.81], [-1.70, 0.26, -0.60], [-2.64, -0.46, 0.26], [-2.50, -1.65, 0.49], [-3.74, 0.29, 0.84], [-4.84, -0.18, 1.52], [-5.58, 0.96, 1.90], [-4.88, 2.04, 1.43], [-5.15, 3.50, 1.53], [-3.77, 1.64, 0.80], [-1.80, 1.39, -1.32], [-2.80, 2.24, -1.55], [-0.52, 1.64, -2.04], [-0.34, 2.57, -2.80], [0.32, 0.65, -1.68], [1.66, 0.46, -2.20], [2.53, 1.71, -2.05], [2.71, 2.20, -0.61], [3.99, 1.82, -0.04], [4.24, 2.53, 1.21], [5.62, 2.16, 1.75], [5.74, 0.78, 1.97], [5.49, 0.07, 0.78], [4.10, 0.39, 0.22], [-0.29, -1.72, -1.33], [-0.77, -2.24, -2.51], [-0.61, -3.61, -2.74], [0.00, -4.41, -1.79], [0.49, -3.89, -0.60], [0.33, -2.54, -0.38], [-1.24, -4.02, 3.29], [-1.31, -2.90, 1.85], [1.15, -3.66, 3.52], [1.75, -1.42, 2.45], [2.32, -2.83, 1.54], [-5.07, -1.20, 1.70], [-6.51, 0.98, 2.44], [-6.09, 3.67, 2.06], [-5.21, 3.94, 0.54], [-4.35, 4.00, 2.07], [-2.45, 2.91, -2.17], [1.60, 0.20, -3.26], [2.09, -0.39, -1.67], [3.51, 1.52, -2.49], [2.05, 2.50, -2.63], [2.70, 3.29, -0.61], [1.87, 1.86, 0.02], [4.19, 3.60, 1.02], [3.47, 2.27, 1.97], [5.80, 2.65, 2.71], [6.38, 2.49, 1.02], [5.57, -0.99, 1.02], [6.25, 0.34, 0.02], [3.98, -0.16, -0.72], [3.33, 0.05, 0.93], [-1.26, -1.61, -3.23], [-0.98, -4.04, -3.65], [0.10, -5.47, -1.99], [0.95, -4.53, 0.13]], "total_charge": 0, "de_lowest_kcal_mol": 26.2, "smiles": "C=CCN1C(=O)[C@]2(C(C(=O)c3ccc(C)o3)=C(O)C(=O)N2CCCN2CCOCC2)c2ccccc21", "homo_ev": -8.3961}


# 3
{"formula": "C48H70CsF5GeN5O7PS2SbSe", "method": "the ωB97M-V functional and the def2-TZVPD basis", "symbols": ["Cs", "S", "C", "N", "C", "C", "O", "P", "O", "C", "C", "O", "C", "C", "H", "H", "H", "H", "H", "H", "H", "H", "H", "H", "H", "H", "H", "H", "H", "F", "C", "C", "F", "C", "F", "C", "Se", "C", "F", "C", "F", "C", "C", "C", "C", "C", "C", "C", "S", "O", "O", "N", "C", "C", "C", "O", "O", "H", "H", "H", "H", "H", "H", "H", "H", "H", "H", "H", "H", "C", "C", "C", "C", "Ge", "C", "C", "C", "C", "H", "H", "H", "H", "H", "H", "H", "H", "H", "H", "H", "H", "H", "H", "H", "H", "H", "H", "H", "C", "C", "N", "C", "C", "C", "C", "C", "C", "C", "C", "N", "C", "N", "H", "H", "H", "H", "H", "H", "H", "H", "H", "C", "C", "Sb", "C", "C", "C", "C", "H", "H", "H", "H", "H", "H", "H", "H", "H", "H", "H", "H", "H", "H", "H"], "coordinates": [[-1.85, -0.49, 0.80], [1.32, 1.38, 1.38], [2.04, 2.58, 2.29], [2.54, 3.43, 2.89], [-3.26, -0.87, 6.45], [-2.12, -1.82, 6.15], [-1.00, -1.16, 5.56], [-0.98, -0.92, 3.93], [0.62, -0.62, 3.82], [1.57, -1.63, 4.13], [2.40, -1.20, 5.33], [-1.50, 0.59, 3.75], [-0.99, 1.69, 4.53], [-2.14, 2.58, 4.93], [-4.07, -1.40, 6.96], [-3.65, -0.45, 5.52], [-2.92, -0.05, 7.09], [-2.47, -2.63, 5.50], [-1.74, -2.27, 7.07], [2.20, -1.77, 3.26], [1.06, -2.58, 4.35], [2.86, -0.23, 5.13], [3.19, -1.93, 5.53], [1.76, -1.11, 6.21], [-0.27, 2.23, 3.91], [-0.47, 1.30, 5.41], [-2.69, 2.89, 4.04], [-1.77, 3.46, 5.46], [-2.84, 2.05, 5.58], [-9.51, -0.54, -0.41], [-8.35, -0.40, 0.24], [-7.81, 0.85, 0.47], [-8.45, 1.94, 0.01], [-6.62, 0.98, 1.16], [-6.14, 2.21, 1.33], [-5.92, -0.12, 1.67], [-4.35, 0.10, 2.67], [-6.48, -1.37, 1.39], [-5.86, -2.48, 1.79], [-7.66, -1.52, 0.69], [-8.17, -2.74, 0.46], [-4.32, -0.02, -7.71], [-2.92, -0.33, -7.25], [-2.68, -1.42, -6.41], [-1.40, -1.71, -5.97], [-0.35, -0.90, -6.38], [-0.57, 0.19, -7.20], [-1.85, 0.47, -7.64], [1.33, -1.33, -5.93], [2.17, -0.31, -6.49], [1.51, -2.70, -6.31], [1.46, -1.25, -4.31], [1.34, 0.05, -3.66], [0.01, 0.21, -2.91], [-0.08, -0.84, -1.79], [-0.24, -2.03, -2.17], [0.07, -0.47, -0.61], [-4.92, -0.93, -7.80], [-4.31, 0.49, -8.68], [-4.82, 0.64, -7.00], [-3.51, -2.05, -6.10], [-1.21, -2.56, -5.33], [0.28, 0.79, -7.51], [-2.03, 1.31, -8.30], [0.95, -1.98, -3.80], [1.46, 0.82, -4.42], [2.17, 0.15, -2.94], [-0.82, 0.07, -3.60], [-0.06, 1.21, -2.47], [7.57, 2.88, 1.43], [6.07, 2.70, 1.19], [5.78, 1.79, 0.00], [4.29, 1.62, -0.27], [3.32, 0.39, 0.95], [3.06, -1.39, 0.15], [4.28, -1.98, -0.57], [5.09, -2.94, 0.30], [5.75, -2.25, 1.49], [7.75, 3.58, 2.24], [8.06, 3.26, 0.53], [8.03, 1.93, 1.70], [5.61, 3.68, 1.00], [5.59, 2.29, 2.08], [6.25, 0.81, 0.17], [6.26, 2.21, -0.89], [4.13, 1.21, -1.27], [3.80, 2.59, -0.25], [4.00, 0.35, 2.34], [2.22, -1.27, -0.54], [2.70, -2.06, 0.93], [4.95, -1.19, -0.92], [3.93, -2.52, -1.45], [5.85, -3.42, -0.32], [4.43, -3.74, 0.66], [6.32, -1.38, 1.16], [6.42, -2.92, 2.02], [5.00, -1.90, 2.21], [-2.03, 4.54, 1.48], [-2.44, 3.46, 0.71], [-1.69, 2.94, -0.26], [-0.49, 3.47, -0.48], [0.00, 4.57, 0.21], [-0.79, 5.10, 1.23], [1.33, 5.15, -0.09], [1.58, 6.28, -0.75], [0.60, 7.20, -1.35], [-0.65, 6.83, -1.85], [-1.45, 7.83, -2.37], [-1.07, 9.10, -2.42], [0.15, 9.35, -1.96], [1.00, 8.48, -1.43], [-2.66, 4.92, 2.27], [-3.41, 3.00, 0.87], [0.10, 3.02, -1.26], [-0.43, 5.95, 1.80], [2.17, 4.60, 0.32], [2.60, 6.63, -0.84], [-0.98, 5.80, -1.85], [-2.44, 7.61, -2.76], [0.49, 10.38, -2.02], [-1.89, -6.44, 1.40], [-1.34, -5.07, 1.79], [-0.64, -3.72, 0.19], [-1.74, -4.64, -1.45], [-1.13, -5.86, -2.13], [1.32, -4.67, -0.07], [1.45, -6.16, 0.24], [-2.20, -7.01, 2.28], [-1.15, -7.04, 0.87], [-2.76, -6.34, 0.75], [-0.51, -5.17, 2.49], [-2.12, -4.50, 2.30], [-1.85, -3.83, -2.17], [-2.73, -4.87, -1.05], [-0.13, -5.65, -2.50], [-1.74, -6.17, -2.98], [-1.07, -6.71, -1.45], [1.97, -4.11, 0.60], [1.63, -4.45, -1.09], [1.11, -6.38, 1.26], [2.50, -6.48, 0.17], [0.88, -6.77, -0.45]], "total_charge": -1, "de_lowest_kcal_mol": 45.9, "homo_ev": -4.4480}


Record-wise DFT total energy values, in Ha: -2465.6415, -1661.9756, -9047.3988
Record-wise F_max values, in eV/A: 2.69, 1.51, 2.89